(1)
The following is a quantum chemistry calculation of the ion C5H12NO with charge +1 in a non-equilibrium geometry, from the Open Molecules 2025 dataset.

Geometry as XYZ:
```
19
Properties=species:S:1:pos:R:3:forces:R:3:lowdin_charge:R:1
C -0.35895 0.27115 -0.05178 1.167 0.637 2.567 -0.1538
C 1.06093 -0.05437 0.20384 1.494 -0.003 0.191 -0.4963
C 2.04889 0.78012 0.99338 0.381 1.293 1.851 0.0093
C -2.66119 -0.26501 0.11347 1.107 -1.193 2.863 -0.0832
C -1.30851 -0.88964 -0.21228 0.241 0.409 -0.221 -0.1630
N 0.66809 0.64486 -1.07846 0.509 -0.417 -3.827 0.1743
O 1.42729 -1.34600 -0.09076 -0.190 0.219 0.231 0.0718
H -0.67581 1.17663 0.56689 0.196 -1.301 -1.231 0.1915
H 1.56392 1.80355 1.33760 1.064 -2.084 -0.814 0.1352
H 2.83468 0.97354 0.23662 0.002 0.270 0.778 0.0908
H 2.57205 0.31082 1.95510 -1.548 0.643 -2.243 0.1482
H -2.74080 -0.11999 1.23041 0.019 0.485 -1.239 0.1180
H -3.37531 -0.96197 -0.09309 -2.206 -2.068 -0.465 0.0446
H -2.93638 0.55376 -0.48674 0.212 1.428 -0.466 0.0767
H -1.32305 -1.12405 -1.25415 0.021 -0.449 -0.900 0.1096
H -0.93713 -1.87089 0.29887 -0.918 2.121 -0.427 0.1729
H 0.74255 -0.02200 -1.89690 -0.472 0.488 1.382 0.2015
H 1.01663 1.54132 -1.51465 -0.910 -0.462 1.712 0.2117
H 2.38210 -1.40181 -0.25739 -0.168 -0.015 0.258 0.1402
```
Positions in Å, forces in eV/Å.

Properties
DFT total energy in eV: -8908.5802
Energy above the lowest of the compared OMol25 structures with the same formula, charge and spin in eV: 2.049
Gap between HOMO and LUMO in eV: 12.2448
Net charge: +1
Max |F| in Eh/bohr: 0.0755
Spin multiplicity: 1
Molar mass in g/mol: 102.16

(2)
The following is a quantum chemistry calculation of a cluster of 5 separate species, C29H44F7N7O in total, from the Open Molecules 2025 dataset.

Geometry as XYZ:
```
88
Properties=species:S:1:pos:R:3:forces:R:3:lowdin_charge:R:1
C -6.98083 -2.33100 0.40483 0.879 0.240 0.110 -0.0564
C -6.02177 -2.59437 1.58190 -0.343 -0.418 -0.093 -0.2606
O -5.68570 -1.42374 2.29922 0.093 0.040 0.107 -0.1468
C -4.75007 -0.58721 1.64071 -0.226 -0.048 0.051 -0.2227
C -3.48102 -0.55879 2.48182 0.080 -0.356 -0.326 -0.0863
C -2.35557 0.41119 2.03036 0.037 0.346 0.471 -0.3270
C -1.09820 -0.17992 2.51476 0.291 -0.161 -0.339 -0.1933
N -0.11517 -0.65374 2.87249 -0.176 0.078 0.156 0.2074
C -2.48794 1.78820 2.77446 -0.069 -0.178 0.290 -0.1607
N -3.87495 2.15870 3.03380 0.220 0.461 -0.027 -0.0972
C -4.13301 3.58904 2.82726 0.105 -0.036 -0.152 -0.1192
C -2.32304 0.57757 0.47071 -0.069 -0.024 0.126 -0.1067
C -3.27593 1.61791 0.07323 -0.192 0.077 -0.089 -0.1786
N -4.02151 2.42381 -0.25900 0.094 -0.069 0.031 0.2428
C -0.93229 0.87166 -0.12132 -0.195 0.208 -0.128 -0.4060
F -0.31029 1.82445 0.61243 0.073 -0.010 -0.001 0.1456
F -0.18944 -0.24725 -0.08226 -0.028 -0.096 0.066 0.1428
C -0.86907 1.38346 -1.60368 0.350 -0.356 0.039 -0.3495
F -1.17666 2.68064 -1.66731 -0.207 0.046 -0.010 0.1715
F 0.42127 1.24324 -1.97432 -0.025 0.142 0.082 0.1392
C -1.71216 0.58183 -2.64700 0.159 0.193 -0.159 -0.5506
F -1.09762 0.59676 -3.82218 0.057 0.025 -0.105 0.1905
F -1.83946 -0.69179 -2.26116 -0.065 -0.109 0.094 0.1781
F -2.91730 1.10857 -2.80409 -0.178 -0.022 0.143 0.1863
H -7.26624 -1.28015 0.43606 -0.318 -0.050 0.030 0.0810
H -7.84308 -2.98502 0.45878 -0.129 0.019 -0.106 0.0347
H -6.44844 -2.48140 -0.53439 -0.231 -0.095 -0.153 0.0694
H -6.49266 -3.27878 2.28553 -0.022 0.150 0.174 0.1077
H -5.11593 -3.10484 1.23486 0.092 0.093 -0.022 0.1160
H -4.54816 -0.99628 0.64550 0.022 0.080 -0.076 0.1175
H -5.17847 0.40707 1.52680 0.025 0.052 0.036 0.1155
H -3.07150 -1.57147 2.48360 -0.019 -0.039 -0.011 0.1320
H -3.76502 -0.34956 3.51051 0.058 0.148 0.039 0.1290
H -1.93715 1.67670 3.71201 0.052 0.006 0.013 0.1300
H -1.97049 2.57114 2.22326 -0.050 -0.004 -0.150 0.1201
H -4.06211 1.98164 4.01208 -0.173 -0.263 -0.081 0.1100
H -3.80700 3.88167 1.83203 -0.030 -0.049 -0.057 0.0548
H -5.20224 3.78095 2.88188 -0.039 0.001 0.108 0.0794
H -3.60794 4.22392 3.54902 -0.042 0.056 0.049 0.0784
H -2.65170 -0.35768 0.01922 0.073 -0.040 -0.086 0.1528
C 2.64746 -0.14385 -3.98440 0.078 -0.061 -0.039 -0.1047
C 4.04255 0.34709 -3.61822 -0.154 0.012 0.024 -0.2567
C 5.04581 0.21176 -4.76936 -0.083 -0.023 0.186 -0.1884
C 5.20346 -1.18452 -5.17899 0.126 -0.053 -0.136 -0.2429
N 5.33287 -2.28121 -5.49516 -0.036 0.054 0.051 0.1409
H 2.65351 -1.20706 -4.23070 0.025 0.010 -0.045 0.0745
H 1.96498 -0.00316 -3.15148 -0.021 -0.004 0.012 0.0481
H 2.25023 0.40134 -4.84340 -0.009 0.000 0.002 0.0813
H 4.40996 -0.20910 -2.75391 0.055 0.022 -0.005 0.1127
H 3.99940 1.39678 -3.32446 0.084 0.008 -0.010 0.1075
H 6.02246 0.59038 -4.46636 0.001 0.036 -0.033 0.0903
H 4.71627 0.79049 -5.63402 0.012 -0.011 -0.017 0.1216
C -11.24519 -5.43356 -0.91705 -0.023 -0.009 0.015 -0.1091
C -11.95143 -4.59509 0.14082 0.015 -0.077 -0.093 -0.2606
C -11.00086 -3.64243 0.87546 -0.098 -0.087 -0.016 -0.1907
C -9.94228 -4.37011 1.57613 0.098 -0.002 0.092 -0.2468
N -9.11533 -4.95168 2.12161 -0.040 0.042 -0.058 0.1581
H -10.48700 -6.07772 -0.46994 0.019 0.023 0.007 0.0716
H -11.95693 -6.07306 -1.43830 0.002 0.005 -0.012 0.0721
H -10.75691 -4.79953 -1.65967 0.005 0.000 -0.002 0.0767
H -12.43583 -5.24922 0.86773 -0.006 0.026 0.025 0.1116
H -12.73752 -3.99875 -0.32510 0.004 0.042 0.041 0.1074
H -11.54325 -3.04641 1.61013 0.024 0.037 -0.006 0.1186
H -10.53012 -2.95479 0.16971 0.011 0.018 0.015 0.1159
C 9.09177 -0.18235 -3.37040 0.040 0.001 -0.014 -0.1038
C 9.92061 0.72069 -2.46642 -0.022 -0.093 -0.094 -0.2545
C 9.11962 1.25792 -1.27471 0.082 -0.028 -0.138 -0.1972
C 7.97639 2.05511 -1.72148 -0.094 0.104 0.090 -0.2390
N 7.08896 2.68959 -2.08213 0.027 -0.082 -0.033 0.1435
H 8.25498 0.36440 -3.80725 -0.011 0.000 0.012 0.0503
H 9.69626 -0.56790 -4.19067 -0.008 -0.018 0.001 0.0757
H 8.69078 -1.03474 -2.81926 -0.007 0.000 -0.001 0.0826
H 10.31132 1.56031 -3.04455 0.016 0.019 0.033 0.1118
H 10.77920 0.16980 -2.08021 -0.006 0.031 0.063 0.1100
H 9.75013 1.88459 -0.64368 -0.030 -0.014 0.053 0.1006
H 8.75074 0.43655 -0.65844 0.009 0.014 0.035 0.1180
C 7.77872 2.61017 3.50185 0.015 0.002 0.020 -0.1074
C 9.17059 3.09052 3.89349 -0.127 -0.021 0.012 -0.2606
C 10.19232 2.93202 2.76136 -0.045 -0.006 0.111 -0.1915
C 10.34239 1.53145 2.36337 0.053 -0.070 -0.071 -0.2456
N 10.44898 0.42848 2.06076 -0.029 0.073 -0.027 0.1522
H 7.77907 1.54483 3.26755 0.014 0.003 -0.022 0.0713
H 7.07448 2.76803 4.31795 -0.009 0.007 -0.007 0.0728
H 7.40684 3.14987 2.62868 -0.003 -0.003 -0.004 0.0772
H 9.51878 2.54133 4.76991 0.035 0.010 -0.004 0.1117
H 9.13282 4.14487 4.17180 0.056 0.009 -0.018 0.1076
H 11.17163 3.30258 3.06615 0.007 0.015 -0.027 0.1176
H 9.87799 3.50375 1.88560 0.012 0.000 -0.013 0.1166
```
Positions in Å, forces in eV/Å.

Properties
DFT total energy in eV: -62285.2962
Energy above the lowest of the compared OMol25 structures with the same formula, charge and spin in eV: 0.000
Gap between HOMO and LUMO in eV: 10.2426
Net charge: 0
Max |F| in Eh/bohr: 0.0178
Spin multiplicity: 1
Molar mass in g/mol: 639.70